Below is one molecule with the formula C21H21FN6 in a non-equilibrium geometry, with properties calculated with wB97M-V/def2-TZVPD.

The calculation puts the LUMO energy at 0.2 eV. Its relative energy (zero: lowest compared OMol25 entry of this formula, charge and spin) is 2.642 eV. As for the total energy: -33772.8467 eV. Its SMILES is Cc1ccc(N2CCN(c3ccc(-c4ncc(C#N)[nH]4)cn3)[C@@H](C)C2)cc1F. As for the HOMO-LUMO gap: 7.8821 eV. As for the total charge: 0.

Element x y z (Å)
N -6.097 2.820 7.145
F 4.828 -2.074 -0.017
C -5.384 2.385 6.332
N -2.437 0.658 5.260
N -1.221 -0.520 1.208
C -2.911 1.098 4.135
C -3.398 0.953 6.291
C -4.349 1.691 5.640
C -1.571 -0.196 2.478
C -1.698 0.187 0.186
C -2.567 1.203 0.369
C -2.772 1.651 1.677
C 3.305 0.295 -3.228
C 3.038 -1.167 -1.272
C 4.670 0.223 -2.998
C 4.357 -1.252 -1.102
C -2.396 0.895 2.792
C 2.453 -0.484 -2.306
C 5.211 -0.565 -2.004
N -4.057 1.832 4.283
N 1.114 -0.504 -2.552
N -1.273 -0.111 -1.087
C 6.594 -0.509 -1.591
C 0.277 0.559 -3.120
C -0.657 0.994 -1.971
C -1.919 -2.358 -1.663
C 0.289 -1.765 -2.402
C -0.700 -1.528 -1.303
H -3.206 0.812 7.315
H -1.174 -0.950 3.237
H -3.028 1.652 -0.471
H -3.228 2.622 1.913
H 2.915 0.948 -3.998
H 2.396 -1.681 -0.489
H 5.346 0.759 -3.657
H -4.458 2.540 3.634
H 7.132 -1.455 -1.474
H 6.672 0.014 -0.649
H 7.271 0.000 -2.331
H -0.290 0.042 -3.979
H 0.803 1.446 -3.642
H -1.479 1.628 -2.344
H -0.025 1.553 -1.247
H -1.707 -3.401 -2.027
H -2.636 -2.434 -0.767
H -2.536 -1.885 -2.402
H -0.088 -2.124 -3.391
H 0.934 -2.505 -2.070
H -0.343 -1.995 -0.340

***

Below is C21H21GeReS2SbSe4 as an isolated structure in a non-equilibrium geometry, with properties calculated with wB97M-V/def2-TZVPD.

The calculation puts the LUMO energy (spin up / spin down) at -8.7 / -9.1 eV. Its relative energy (zero: lowest compared OMol25 entry of this formula, charge and spin) is 0.379 eV. As for the total energy: -370341.2734 eV. As for the expectation value of S²: 0.780. As for the HOMO-LUMO gap (spin up / spin down): 4.7768 / 4.3684 eV. Its spin multiplicity is 2. As for the total charge: +2.

Element x y z (Å)
Re -1.302 -0.960 1.594
C -5.750 -1.948 0.768
C -4.370 -1.423 0.631
S -3.499 -1.366 2.099
C -3.766 -0.999 -0.529
C -4.388 -1.014 -1.876
S -2.165 -0.394 -0.460
H -5.957 -2.216 1.804
H -5.889 -2.831 0.144
H -6.476 -1.198 0.450
H -5.472 -1.052 -1.824
H -4.049 -1.891 -2.434
H -4.089 -0.137 -2.451
Se 1.638 -2.021 5.315
Sb -0.622 -2.182 4.613
Se -0.695 0.462 3.210
Se -0.131 -2.865 1.792
Se -2.810 -2.971 5.098
C 2.512 -2.765 -0.239
Ge 1.639 -1.003 0.112
C 2.804 0.170 1.235
C 3.741 0.811 0.432
C 4.732 1.570 1.029
C 4.776 1.703 2.408
C 3.828 1.077 3.200
C 2.839 0.308 2.609
C 0.965 -0.094 -1.530
C 1.263 -0.718 -2.723
C 1.084 -0.044 -3.936
C 0.573 1.230 -3.945
C 0.215 1.882 -2.749
C -0.345 3.176 -2.746
C -0.732 3.780 -1.577
C -0.547 3.121 -0.354
C 0.038 1.879 -0.328
C 0.420 1.214 -1.510
H 3.378 -2.573 -0.867
H 1.869 -3.487 -0.743
H 2.861 -3.193 0.701
H 3.706 0.707 -0.645
H 5.465 2.058 0.403
H 5.560 2.291 2.858
H 3.857 1.174 4.274
H 2.103 -0.185 3.236
H 1.658 -1.727 -2.728
H 1.355 -0.535 -4.858
H 0.431 1.752 -4.878
H -0.464 3.678 -3.694
H -1.171 4.764 -1.585
H -0.859 3.598 0.565
H 0.236 1.388 0.627

***

Below is C21H21MnNS as an isolated structure in a non-equilibrium geometry, with properties calculated with wB97M-V/def2-TZVPD.

The calculation puts the LUMO energy (spin up / spin down) at -0.2 / -1.5 eV. Its relative energy (zero: lowest compared OMol25 entry of this formula, charge and spin) is 1.420 eV. As for the total energy: -65758.0252 eV. As for the expectation value of S²: 8.806. As for the HOMO-LUMO gap (spin up / spin down): 5.8077 / 6.5724 eV. Its spin multiplicity is 6. As for the total charge: 0.

Element x y z (Å)
C 1.073 1.182 -0.612
C -1.005 1.828 1.142
C 0.998 2.279 -1.645
H 1.703 0.334 -0.925
C -1.734 1.842 -0.171
H -1.658 1.665 2.002
H 1.711 3.091 -1.347
H -2.775 1.501 -0.090
C -0.288 3.031 -2.047
H -0.505 2.832 -3.111
H -0.035 4.110 -2.033
C 1.497 1.758 0.783
H 2.344 2.454 0.668
H 1.882 0.964 1.440
C 0.311 2.515 1.430
H 0.303 3.566 1.091
H 0.460 2.559 2.527
C -1.612 2.891 -1.265
H -1.891 3.892 -0.887
H -2.413 2.671 -1.999
Mn -0.602 0.400 0.008
H 1.557 1.916 -2.529
S 0.322 -3.932 0.612
C 1.321 -3.137 1.820
C 2.426 -3.657 2.485
C 3.210 -2.799 3.269
C 2.838 -1.458 3.442
C 1.667 -0.964 2.857
C 0.971 -1.777 1.956
N 0.083 -1.354 0.945
C -0.366 -2.384 0.200
C -1.258 -2.133 -0.904
C -1.714 -3.142 -1.797
C -2.549 -2.803 -2.861
C -2.946 -1.473 -3.048
C -2.498 -0.459 -2.164
C -1.640 -0.772 -1.109
H 2.666 -4.707 2.349
H 4.107 -3.182 3.753
H 3.463 -0.798 4.041
H 1.288 0.033 3.091
H -1.391 -4.168 -1.645
H -2.892 -3.578 -3.549
H -3.602 -1.212 -3.878
H -2.827 0.573 -2.293

***

Below is a 2-piece molecular cluster, C21H21N2O overall in a non-equilibrium geometry, with properties calculated with wB97M-V/def2-TZVPD.

The calculation puts the LUMO energy at -5.7 eV. Its relative energy (zero: lowest compared OMol25 entry of this formula, charge and spin) is 4.192 eV. As for the total energy: -27136.3680 eV. As for the HOMO-LUMO gap: 5.2972 eV. As for the total charge: +1.

Element x y z (Å)
O -0.710 3.390 3.093
C -1.412 2.408 2.942
C -2.949 2.504 2.889
C -3.690 1.279 3.409
C -3.081 -0.039 2.932
C -1.587 -0.136 3.285
C -0.812 1.041 2.824
N 0.535 1.074 3.019
N 1.686 1.010 3.062
H -3.270 3.383 3.464
H -3.233 2.704 1.840
H -3.686 1.315 4.506
H -4.734 1.345 3.092
H -3.615 -0.859 3.423
H -3.194 -0.148 1.844
H -1.532 -0.236 4.382
H -1.153 -1.051 2.857
C 1.785 -0.148 -0.344
C 2.741 -1.095 0.142
C 3.591 -0.757 1.231
C 4.515 -1.676 1.726
C 4.634 -2.943 1.136
C 3.855 -3.282 0.019
C 2.933 -2.364 -0.487
C 1.222 -0.290 -1.614
C 0.418 0.683 -2.195
C -0.290 0.503 -3.419
C -1.042 1.582 -3.965
C -1.789 1.418 -5.125
C -1.801 0.177 -5.785
C -1.047 -0.898 -5.284
C -0.299 -0.743 -4.119
H 1.579 0.782 0.194
H 3.452 0.216 1.701
H 5.120 -1.413 2.596
H 5.331 -3.677 1.544
H 3.933 -4.267 -0.448
H 2.317 -2.648 -1.343
H 1.508 -1.153 -2.232
H 0.338 1.633 -1.665
H -1.022 2.538 -3.428
H -2.380 2.253 -5.513
H -2.390 0.040 -6.689
H -1.048 -1.869 -5.784
H 0.270 -1.587 -3.714

***

Below is one molecule with the formula C21H21N3O4S2, with properties calculated with wB97M-V/def2-TZVPD.

The calculation puts the LUMO energy at 0.1 eV. Its relative energy (zero: lowest compared OMol25 entry of this formula, charge and spin) is 0.000 eV. As for the total energy: -56450.1713 eV. Its SMILES is CCc1ccc(N2C[C@H](C(=O)Nc3nc4ccc(S(C)(=O)=O)cc4s3)CC2=O)cc1. As for the HOMO-LUMO gap: 8.6518 eV. As for the total charge: 0.

Element x y z (Å)
C -8.468 -2.977 -0.214
H -9.517 -3.265 -0.191
H -7.981 -3.385 0.668
H -8.019 -3.420 -1.100
C -8.351 -1.458 -0.238
C -6.949 -0.919 -0.138
C -6.763 0.425 0.176
C -5.505 0.984 0.262
C -4.376 0.198 0.041
C -4.549 -1.146 -0.271
C -5.818 -1.691 -0.360
H -5.910 -2.737 -0.604
H -3.697 -1.787 -0.436
N -3.084 0.748 0.112
C -2.725 1.869 0.791
O -3.439 2.607 1.427
C -1.214 2.043 0.635
C -0.852 1.139 -0.547
C 0.527 0.542 -0.372
O 0.746 -0.568 0.057
N 1.545 1.395 -0.705
C 2.865 1.051 -0.576
N 3.819 1.853 -0.889
C 5.035 1.274 -0.672
C 6.270 1.872 -0.919
C 7.417 1.156 -0.648
C 7.332 -0.136 -0.142
C 6.128 -0.757 0.107
C 4.972 -0.045 -0.162
S 3.309 -0.533 0.034
H 6.111 -1.769 0.479
S 8.847 -1.016 0.239
O 9.908 -0.503 -0.584
O 8.587 -2.429 0.214
C 9.175 -0.528 1.960
H 8.345 -0.864 2.567
H 10.094 -1.008 2.271
H 9.278 0.549 1.989
H 8.396 1.565 -0.838
H 6.304 2.873 -1.316
H 1.363 2.325 -1.056
H -0.895 1.706 -1.482
C -1.956 0.077 -0.507
H -1.617 -0.774 0.097
H -2.225 -0.278 -1.504
H -0.744 1.697 1.559
H -0.961 3.092 0.493
H -5.394 2.025 0.513
H -7.627 1.049 0.354
H -8.935 -1.043 0.589
H -8.799 -1.080 -1.163

***

Below is one molecule with the formula C21H21N3O5S in a non-equilibrium geometry, with properties calculated with wB97M-V/def2-TZVPD.

The calculation puts the LUMO energy at 0.6 eV. Its relative energy (zero: lowest compared OMol25 entry of this formula, charge and spin) is 2.043 eV. As for the total energy: -47660.5520 eV. Its SMILES is CCOc1ccc(N2C(=O)C[C@@H](S/C(=N/C)Nc3ccc4c(c3)OCO4)C2=O)cc1. As for the HOMO-LUMO gap: 8.5036 eV. As for the total charge: 0.

Element x y z (Å)
C 4.383 1.494 -4.847
C 3.101 1.052 -5.546
O 1.958 1.190 -4.725
C 1.717 0.288 -3.738
C 2.456 -0.864 -3.487
C 2.096 -1.714 -2.457
C 1.002 -1.424 -1.657
C 0.256 -0.275 -1.902
C 0.609 0.566 -2.933
H 0.038 1.457 -3.141
H -0.605 -0.050 -1.291
N 0.666 -2.273 -0.575
C 1.620 -2.722 0.355
O 2.803 -2.553 0.251
C 0.889 -3.614 1.341
C -0.565 -3.240 1.149
C -0.625 -2.558 -0.208
O -1.620 -2.295 -0.832
H -1.274 -4.064 1.224
S -1.199 -2.034 2.378
C -0.127 -0.644 2.092
N 1.039 -0.886 1.657
C 1.996 0.145 1.374
H 1.657 0.806 0.567
H 2.216 0.747 2.261
H 2.904 -0.361 1.047
N -0.635 0.597 2.344
C -1.896 0.959 2.824
C -2.524 0.241 3.833
C -3.780 0.610 4.309
C -4.363 1.725 3.762
C -3.719 2.468 2.769
C -2.489 2.110 2.283
H -2.005 2.686 1.512
O -4.501 3.531 2.415
C -5.671 3.428 3.201
O -5.568 2.308 4.052
H -5.789 4.342 3.805
H -6.547 3.314 2.542
H -4.269 0.047 5.085
H -2.030 -0.611 4.269
H -0.107 1.350 1.920
H 1.070 -4.657 1.067
H 1.258 -3.453 2.351
H 2.678 -2.601 -2.268
H 3.314 -1.121 -4.087
H 2.899 1.707 -6.399
H 3.190 0.024 -5.916
H 5.220 1.418 -5.536
H 4.287 2.527 -4.521
H 4.585 0.876 -3.976

***

Below is C21H22As2Cl3NO3Pd as an isolated structure, with properties calculated with wB97M-V/def2-TZVPD.

The calculation puts the LUMO energy at -0.1 eV. Its relative energy (zero: lowest compared OMol25 entry of this formula, charge and spin) is 0.586 eV. As for the total energy: -192492.1553 eV. As for the HOMO-LUMO gap: 7.2140 eV. As for the total charge: 0.

Element x y z (Å)
Pd 0.268 0.157 -0.103
Cl -2.709 -3.295 1.964
C -3.010 -1.613 1.690
C -4.202 -1.049 2.168
C -4.479 0.274 1.980
Cl -5.960 0.945 2.600
C -3.562 1.109 1.299
C -3.733 2.493 1.089
C -2.758 3.208 0.458
C -1.600 2.550 0.017
N -1.419 1.260 0.166
C -2.377 0.520 0.820
C -2.069 -0.867 0.997
O -0.966 -1.350 0.512
H -4.900 -1.680 2.701
H -4.630 2.977 1.451
H -2.850 4.274 0.306
H -0.799 3.109 -0.442
C 1.869 -3.136 -0.165
As 2.120 -1.234 -0.179
C 3.403 -0.919 1.223
C 3.122 -0.829 -1.785
C 4.070 -1.688 -2.330
C 4.749 -1.325 -3.484
C 4.490 -0.103 -4.088
C 3.551 0.761 -3.542
C 2.862 0.399 -2.390
As 1.541 1.541 -1.530
C 0.792 2.540 -3.003
C 2.664 2.857 -0.669
H 2.830 -3.616 0.017
H 1.446 -3.465 -1.112
H 1.173 -3.376 0.638
H 4.322 -1.461 0.999
H 2.966 -1.242 2.164
H 3.593 0.149 1.288
H 4.277 -2.646 -1.868
H 5.478 -1.999 -3.915
H 5.017 0.177 -4.991
H 3.361 1.711 -4.028
H 1.587 3.140 -3.443
H 0.010 3.206 -2.645
H 0.371 1.865 -3.745
H 3.357 3.282 -1.396
H 3.203 2.367 0.138
H 2.033 3.618 -0.217
Cl -0.160 1.892 4.936
C 1.335 2.081 3.963
C 1.084 1.681 2.504
O 1.092 2.599 1.657
O 0.946 0.447 2.290
H 2.079 1.427 4.413
H 1.631 3.122 4.036

***

Below is C21H22AuN8O2S2 as an isolated structure in a non-equilibrium geometry, with properties calculated with wB97M-V/def2-TZVPD.

The calculation puts the LUMO energy (spin up / spin down) at -5.1 / -5.1 eV. Its relative energy (zero: lowest compared OMol25 entry of this formula, charge and spin) is 0.000 eV. As for the total energy: -63506.0331 eV. As for the HOMO-LUMO gap (spin up / spin down): 5.0514 / 4.9994 eV. As for the total charge: +1.

Element x y z (Å)
Au -0.158 0.057 0.153
S 2.204 0.219 0.254
C 2.200 1.914 -0.226
N 3.269 2.478 -0.747
N 4.388 1.845 -0.764
C 5.479 2.253 -1.484
C 5.437 3.395 -2.298
C 6.542 3.724 -3.053
C 7.688 2.936 -3.000
C 7.735 1.812 -2.181
C 6.638 1.466 -1.423
N 1.131 2.686 -0.157
N 0.022 2.259 0.309
C -1.016 3.158 0.324
C -0.842 4.471 -0.150
C -1.890 5.361 -0.099
C -3.134 4.952 0.371
C -3.307 3.661 0.855
C -2.248 2.779 0.872
H 4.443 0.936 -0.278
H 4.534 3.984 -2.331
H 6.517 4.591 -3.695
H 8.545 3.193 -3.601
H 8.626 1.205 -2.143
H 6.657 0.590 -0.792
H 0.128 4.751 -0.529
H -1.745 6.380 -0.424
H -3.962 5.643 0.380
H -4.266 3.350 1.242
H -2.338 1.803 1.319
C -5.612 -0.008 1.372
N -4.568 -0.079 0.371
C -4.793 0.222 -0.930
C -3.790 0.340 -1.826
C -2.439 0.224 -1.348
O -1.407 0.449 -1.990
N -2.277 -0.168 -0.056
C -3.275 -0.381 0.826
O -3.098 -0.812 1.948
H -6.499 0.455 0.944
H -5.245 0.583 2.214
H -5.858 -1.002 1.748
H -5.830 0.347 -1.213
H -3.961 0.583 -2.859
S 0.115 -2.399 -0.068
C -1.504 -2.908 -0.133
N -2.185 -3.326 0.920
C -3.504 -3.808 0.556
C -3.542 -3.570 -0.972
N -2.209 -3.063 -1.247
H -1.904 -3.151 1.871
H -4.276 -3.253 1.094
H -3.588 -4.869 0.815
H -4.305 -2.843 -1.269
H -3.722 -4.493 -1.526
H -1.876 -2.787 -2.155

***

Below is C21H22BrN3O5S2Sn as an isolated structure in a non-equilibrium geometry, with properties calculated with wB97M-V/def2-TZVPD.

The calculation puts the LUMO energy (spin up / spin down) at -9.6 / -9.4 eV. As for the total energy: -134370.9637 eV. As for the HOMO-LUMO gap (spin up / spin down): 4.1431 / 4.3989 eV. As for the total charge: +2.

Element x y z (Å)
Sn 1.142 0.338 0.736
Br 0.720 4.166 1.481
C -0.167 3.215 2.845
C -0.718 3.886 3.932
C -1.391 3.131 4.880
C -1.492 1.756 4.719
C -0.885 1.192 3.607
N -0.241 1.904 2.696
C -0.895 -0.326 3.436
O -1.391 -1.026 4.285
O -0.320 -0.747 2.372
H -0.614 4.958 4.021
H -1.840 3.603 5.741
H -2.017 1.115 5.412
S 3.769 0.020 2.079
C 4.354 0.092 0.465
C 5.728 0.134 0.179
C 6.127 0.169 -1.144
C 5.165 0.138 -2.145
C 3.823 0.106 -1.773
N 3.437 0.103 -0.514
H 6.439 0.153 0.988
H 7.178 0.216 -1.391
H 5.442 0.158 -3.186
H 3.030 0.101 -2.510
C -3.259 -2.851 -3.580
C -2.829 -1.532 -3.072
C -3.596 -0.831 -2.131
C -3.148 0.362 -1.607
C -1.930 0.883 -2.036
C -1.157 0.213 -2.976
C -1.615 -0.971 -3.506
S -1.227 2.301 -1.186
C -1.082 3.470 -2.576
O 0.186 1.804 -0.967
H -4.205 -3.159 -3.146
H -2.497 -3.603 -3.364
H -3.354 -2.828 -4.667
H -4.535 -1.243 -1.794
H -3.719 0.886 -0.856
H -0.204 0.624 -3.274
H -1.031 -1.484 -4.253
H -0.614 3.005 -3.435
H -0.493 4.323 -2.250
H -2.094 3.787 -2.811
N 0.006 -3.345 2.327
C -0.526 -3.667 0.992
C -0.153 -2.513 0.002
O -0.914 -2.260 -0.904
O 0.936 -1.923 0.291
H -0.447 -3.874 3.074
H -0.160 -2.283 2.467
H 1.015 -3.503 2.368
H -1.612 -3.734 1.037
H -0.123 -4.610 0.622